Density functional theory data (ωB97M-V with the def2-TZVPD basis set) for a molecular structure, C20H19F3I2NO5Pd at a distorted geometry.

Geometry as ORCA input:
```
! RIJCOSX wB97M-V def2-TZVPD def2/J DEFGRID3
* xyz 1 1
Pd 0.652 0.333 0.251
N 3.177 0.573 2.765
C 2.073 -0.114 2.950
O 1.311 -0.451 2.009
C 1.762 -0.588 4.344
I -0.300 -0.858 4.726
H 3.437 0.807 1.806
H 3.765 0.823 3.542
H 2.143 0.124 5.072
H 2.258 -1.544 4.500
F -0.714 2.397 1.535
C 0.400 2.251 0.851
F 1.435 2.561 1.600
F 0.385 2.986 -0.234
I 8.862 -2.261 -2.117
C 6.950 -1.595 -1.644
C 5.843 -2.255 -2.164
C 4.572 -1.811 -1.845
C 4.407 -0.708 -1.011
C 5.522 -0.048 -0.503
C 6.795 -0.491 -0.813
C 3.041 -0.252 -0.682
O 2.026 -0.836 -1.124
O 2.869 0.771 0.078
H 5.974 -3.109 -2.813
H 3.699 -2.314 -2.237
H 5.393 0.825 0.123
H 7.662 0.021 -0.420
C -7.279 0.171 -1.396
C -5.809 0.188 -1.107
C -5.268 -0.603 -0.101
C -3.913 -0.607 0.181
C -3.421 -1.492 1.293
C -3.069 0.216 -0.607
C -3.593 1.019 -1.654
C -2.753 1.910 -2.526
C -4.957 0.990 -1.864
C -1.666 0.258 -0.325
O -0.760 0.721 -1.114
O -1.125 -0.151 0.795
H -7.835 -0.342 -0.614
H -7.468 -0.343 -2.341
H -7.667 1.185 -1.495
H -5.924 -1.236 0.483
H -4.218 -2.165 1.603
H -3.116 -0.902 2.158
H -2.564 -2.095 0.995
H -2.180 2.628 -1.938
H -3.395 2.465 -3.205
H -2.042 1.336 -3.119
H -5.377 1.609 -2.648
*
```

Calculated values
- total energy (Eh) = -2227.10840

Results of the natural (NBO) charge analysis, in e, for atoms 1 through 8:
1. Pd 1.38
2. N -0.74
3. C 0.70
4. O -0.66
5. C -0.65
6. I 0.19
7. H 0.46
8. H 0.42